# 1
C6H8N | wB97M-V/def2-TZVPD

Kohn-Sham gap in eV: 9.3
Relative energy (zero: lowest compared OMol25 entry of this formula, charge and spin) in kcal per mole: 164.4
2S+1: 1
E_tot in eV: -7828.561
Total charge: +1

Structure (XYZ):
```
15
C6H8N wB97M-V/def2-TZVPD
C 0.037 1.085 -0.559
C -0.149 0.834 0.933
C -0.755 -0.571 1.178
C 0.754 -1.355 0.801
N 0.521 -1.178 -0.459
C 0.901 -0.075 -1.222
C -0.823 -1.433 0.079
H -0.896 1.252 -1.241
H 0.802 2.013 -0.645
H 0.703 0.947 1.692
H -0.999 1.452 1.397
H -1.325 -0.652 2.043
H 0.517 -0.236 -2.250
H 2.071 0.114 -1.267
H -1.360 -2.197 -0.479
```


# 2
C6H8N | wB97M-V/def2-TZVPD

Kohn-Sham gap in eV: 10.4
Relative energy (zero: lowest compared OMol25 entry of this formula, charge and spin) in kcal per mole: 183.2
2S+1: 1
E_tot in eV: -7827.744
Total charge: +1

Structure (XYZ):
```
15
C6H8N wB97M-V/def2-TZVPD
C 1.521 -1.418 0.108
C 0.055 1.506 -0.315
C 1.468 1.189 0.175
C 1.070 -0.111 0.555
C 1.023 -0.455 -0.982
C -1.579 -0.409 0.056
N -0.220 0.050 -0.121
H 2.611 -1.804 0.062
H 0.785 -2.292 0.453
H -0.526 2.123 0.191
H -0.027 1.892 -1.303
H 2.442 1.655 0.306
H -1.510 -1.542 0.232
H -1.855 0.253 0.928
H -2.235 -0.402 -0.899
```


# 3
C6H8N | wB97M-V/def2-TZVPD

Kohn-Sham gap in eV: 10.0
Relative energy (zero: lowest compared OMol25 entry of this formula, charge and spin) in kcal per mole: 84.1
2S+1: 1
E_tot in eV: -7832.042
Total charge: +1

Structure (XYZ):
```
15
C6H8N wB97M-V/def2-TZVPD
C 1.935 0.357 -0.088
N 0.514 0.087 0.125
C -0.165 0.655 -0.858
C -1.467 0.275 -1.085
C -1.937 -0.397 0.113
C -1.115 -0.767 1.169
C 0.155 -0.977 0.881
H 2.600 -0.440 0.165
H 2.010 0.665 -1.130
H 2.188 1.242 0.450
H 0.521 1.438 -1.275
H -1.680 0.577 -2.157
H -2.967 -0.466 0.300
H -1.627 -0.790 2.082
H 1.036 -1.459 1.309
```


# 4
C6H8N | wB97M-V/def2-TZVPD

Kohn-Sham gap in eV: 9.5
Relative energy (zero: lowest compared OMol25 entry of this formula, charge and spin) in kcal per mole: 160.1
2S+1: 1
E_tot in eV: -7828.746
Total charge: +1

Structure (XYZ):
```
15
C6H8N wB97M-V/def2-TZVPD
C 1.003 -4.300 0.987
C 0.788 -3.377 0.247
C -0.055 -1.220 -0.546
C -0.957 0.752 -1.007
C 0.569 2.038 0.393
C -0.867 1.796 0.038
N 0.292 -2.295 -0.221
H 1.380 -5.196 1.500
H -1.985 0.385 -1.421
H -0.127 0.714 -1.623
H 0.743 2.478 1.382
H 0.881 2.706 -0.359
H 1.075 1.071 0.350
H -1.126 2.647 -0.522
H -1.614 1.800 0.803
```


# 5
C6H8N | wB97M-V/def2-TZVPD

Kohn-Sham gap in eV: 9.6
Relative energy (zero: lowest compared OMol25 entry of this formula, charge and spin) in kcal per mole: 137.1
2S+1: 1
E_tot in eV: -7829.744
Total charge: +1

Structure (XYZ):
```
15
C6H8N wB97M-V/def2-TZVPD
C -0.197 -0.204 0.565
C 1.051 1.027 0.221
C -1.468 -0.179 0.346
C 1.248 -0.342 0.669
C -2.294 1.012 -0.204
C 1.933 -1.175 -0.372
N 1.249 2.046 -0.230
H -1.946 -1.184 0.254
H 1.598 -0.513 1.624
H -1.744 1.843 -0.039
H -3.080 1.086 0.421
H -2.441 0.807 -1.256
H 2.980 -1.175 -0.319
H 1.481 -0.822 -1.331
H 1.629 -2.227 -0.352
```


# 6
C6H8N | wB97M-V/def2-TZVPD

Kohn-Sham gap in eV: 8.5
Relative energy (zero: lowest compared OMol25 entry of this formula, charge and spin) in kcal per mole: 135.4
2S+1: 1
E_tot in eV: -7829.815
Total charge: +1

Structure (XYZ):
```
15
C6H8N wB97M-V/def2-TZVPD
C -3.205 0.132 0.632
C 1.089 0.748 -0.809
C -2.189 -0.354 0.111
C 0.106 -0.100 -0.613
C 2.261 0.326 -0.033
C -1.218 -0.528 -0.869
N 1.708 -0.816 0.656
H -4.011 -0.322 1.222
H 0.762 1.639 -1.303
H -3.325 1.184 0.565
H 2.641 1.077 0.574
H 3.107 0.190 -0.564
H -1.395 -0.893 -1.850
H 2.294 -1.632 0.706
H 1.373 -0.651 1.575
```


# 7
C6H8N | wB97M-V/def2-TZVPD

Kohn-Sham gap (spin up / spin down) in eV: 7.1 / 7.1
Relative energy (zero: lowest compared OMol25 entry of this formula, charge and spin) in kcal per mole: 194.2
2S+1: 1
E_tot in eV: -7827.266
Total charge: +1

Structure (XYZ):
```
15
C6H8N wB97M-V/def2-TZVPD
C 0.786 0.168 -1.138
C -0.240 0.183 -0.226
C 0.580 -0.096 -2.433
C -1.254 -0.237 -1.020
C 0.689 -0.727 1.934
C -0.161 0.352 1.258
N -0.874 -0.504 -2.489
H 1.230 -0.065 -3.275
H 0.146 -1.676 1.957
H 0.733 -0.355 3.002
H 1.689 -1.008 1.716
H 0.483 1.344 1.426
H -1.157 0.557 1.666
H -1.409 0.123 -3.081
H -1.018 -1.435 -2.991
```


# 8
C6H8N | wB97M-V/def2-TZVPD

Kohn-Sham gap in eV: 8.4
Relative energy (zero: lowest compared OMol25 entry of this formula, charge and spin) in kcal per mole: 132.8
2S+1: 1
E_tot in eV: -7829.931
Total charge: +1

Structure (XYZ):
```
15
C6H8N wB97M-V/def2-TZVPD
C 3.520 -0.860 -0.004
C 2.316 -0.270 -0.052
C 1.025 -0.282 0.073
C -0.322 0.049 0.091
N -0.338 1.635 0.014
C -1.774 -0.498 -0.060
C -2.270 -1.719 0.027
H 4.411 -0.273 -0.046
H 3.578 -1.912 -0.030
H -1.001 1.873 0.799
H -0.815 1.827 -0.811
H 0.569 1.848 0.268
H -2.485 0.147 -0.489
H -1.717 -2.499 0.459
H -3.234 -1.756 -0.286
```


# 9
C6H8N2 | wB97M-V/def2-TZVPD

Kohn-Sham gap in eV: 9.9
Relative energy (zero: lowest compared OMol25 entry of this formula, charge and spin) in kcal per mole: 79.8
2S+1: 1
E_tot in eV: -9328.245

Structure (XYZ):
```
16
C6H8N2 wB97M-V/def2-TZVPD
C -0.237 0.717 -2.341
C -0.434 1.014 -1.016
C 0.609 1.119 0.061
C 1.023 -0.150 0.755
C 0.246 -1.371 0.720
C -0.986 -0.867 1.321
N -1.123 0.313 1.656
N 0.233 0.886 1.499
H 0.717 0.375 -2.753
H -1.106 0.726 -3.039
H -1.410 1.278 -0.594
H 1.333 1.954 -0.018
H 2.086 -0.270 0.974
H 0.162 -1.969 -0.170
H 0.701 -2.210 1.416
H -1.814 -1.546 1.530
```


# 10
C6H8N2 | wB97M-V/def2-TZVPD

Kohn-Sham gap in eV: 8.9
Relative energy (zero: lowest compared OMol25 entry of this formula, charge and spin) in kcal per mole: 62.9
2S+1: 1
E_tot in eV: -9328.981

Structure (XYZ):
```
16
C6H8N2 wB97M-V/def2-TZVPD
H -1.269 -2.615 0.721
N -0.536 -2.356 1.509
C 0.298 -1.408 1.240
N 0.188 -0.564 0.086
C -0.933 -0.577 -0.827
C -0.764 0.763 -1.610
C 0.227 1.455 -1.086
C 0.765 0.628 0.052
C 1.403 1.352 1.002
H 1.251 -1.160 1.749
H -0.808 -1.461 -1.434
H -2.033 -0.921 -0.504
H -1.378 0.872 -2.464
H 0.581 2.405 -1.290
H 1.596 1.089 2.053
H 1.413 2.497 0.801
```